Computed, not measured: C22H44AsGeN2RuSSi3 as an isolated structure at a distorted geometry, with wB97M-V/def2-TZVPD.

Structure (ORCA input):
```
! RIJCOSX wB97M-V def2-TZVPD def2/J DEFGRID3
* xyz 4 2
Ru -0.86428 0.13571 0.35985
C -5.05106 -0.37021 1.72684
C -5.35432 -1.60831 1.17933
C -4.35121 -2.33727 0.55090
C -3.07203 -1.81149 0.49455
N -2.78191 -0.60186 1.02123
C -3.75435 0.09949 1.61932
C -1.92318 -2.50977 -0.13040
C -1.96386 -3.84985 -0.48098
C -0.82992 -4.47037 -0.98147
C 0.34143 -3.73502 -1.10413
C 0.31991 -2.40297 -0.75402
N -0.78339 -1.78483 -0.29751
H -5.80346 0.22624 2.22448
H -6.36019 -2.00437 1.23485
H -4.58467 -3.29350 0.10555
H -3.47977 1.06366 2.02657
H -2.87049 -4.42111 -0.34490
H -0.85587 -5.51785 -1.25367
H 1.25618 -4.18802 -1.46051
H 1.21863 -1.80470 -0.82868
C -1.48247 2.82559 1.13995
Si -1.34837 2.31036 -0.63467
C -0.19976 3.25638 -1.74219
C -2.82826 1.59579 -1.49681
Ge 1.00655 0.83710 -0.91721
Si 1.45106 0.09492 -3.59941
C 2.93540 -0.97630 -3.36939
C 1.72283 1.63895 -4.56002
C -0.16795 -0.75762 -3.89182
Si 3.45745 1.89249 -0.41031
C 2.95412 3.06972 0.92574
C 4.13071 2.66684 -1.93310
C 4.20198 0.28949 0.13014
H -2.39420 3.42412 1.25487
H -0.62376 3.42973 1.43599
H -1.57215 2.00118 1.85621
H -0.75038 4.16994 -2.01209
H 0.00413 2.75789 -2.69120
H 0.72568 3.61072 -1.28020
H -3.71197 2.18510 -1.22505
H -3.06583 0.56058 -1.23741
H -2.71624 1.65705 -2.58063
H 3.82167 -0.41483 -3.07438
H 3.15035 -1.39809 -4.36068
H 2.79857 -1.82256 -2.69651
H 2.51947 2.27801 -4.18585
H 0.81982 2.23065 -4.70976
H 2.03287 1.29532 -5.55755
H -0.63643 -1.16649 -2.99661
H 0.02636 -1.60050 -4.56535
H -0.87482 -0.09318 -4.39094
H 2.61546 4.02591 0.52386
H 3.86277 3.27352 1.50737
H 2.21315 2.67680 1.62134
H 3.53717 3.50433 -2.30014
H 4.31464 1.95987 -2.74102
H 5.11003 3.07411 -1.64665
H 3.57593 -0.26712 0.82943
H 5.12400 0.54644 0.66737
H 4.48778 -0.35504 -0.70067
C 0.15686 0.44301 5.30847
As 0.14787 -0.87002 3.91929
C 1.53653 -2.14242 4.24203
C -1.54153 -1.77221 3.87177
S 0.70213 0.19407 2.04356
H -0.13828 -0.05051 6.23593
H -0.54358 1.24143 5.07303
H 1.16412 0.84313 5.41304
H 1.39288 -2.55049 5.24382
H 2.50184 -1.64226 4.18848
H 1.48248 -2.94127 3.50522
H -1.61491 -2.31443 4.81668
H -1.56866 -2.48078 3.04630
H -2.35728 -1.05802 3.80050
*
```

As for the expectation value of S²: 0.7624. The frontier orbital gap (spin up / spin down) is 6.35 / 6.27 eV. The value obtained for the LUMO energy (spin up / spin down) is -12.895 / -13.622 eV.


Computed, not measured: C30H32N5O3ReSeSi as an isolated structure, with wB97M-V/def2-TZVPD.

Structure (ORCA input):
```
! RIJCOSX wB97M-V def2-TZVPD def2/J DEFGRID3
* xyz 3 4
Re -0.80962 0.94010 0.24622
O -4.64592 -4.49034 2.83549
N -3.97906 -3.95835 3.69982
O -3.77279 -4.36284 4.81514
C -3.29431 -2.70288 3.31032
C -3.20689 -1.73737 4.24557
C -2.59943 -0.48014 3.92258
C -2.49814 0.58288 4.84104
C -1.89070 1.75300 4.45495
C -1.39434 1.86696 3.15783
N -1.48771 0.87939 2.26480
C -2.08129 -0.28978 2.64262
C -2.15245 -1.34014 1.66914
N -1.60009 -1.08062 0.44839
C -1.65274 -2.01955 -0.48855
C -2.25004 -3.25872 -0.26505
C -2.81392 -3.53543 0.95542
C -2.77363 -2.55636 1.97353
H -3.59080 -1.91823 5.24153
H -2.89080 0.46775 5.84342
H -1.78939 2.58746 5.13395
H -0.90633 2.77573 2.83253
H -1.19156 -1.78290 -1.43810
H -2.26352 -3.99080 -1.05969
H -3.28878 -4.48705 1.14005
O 0.03969 3.72691 0.23404
N -0.27407 2.63035 0.23977
C 7.19257 0.41639 0.05418
C 5.72997 0.28757 0.24723
C 5.19546 -0.75403 1.02121
C 3.85007 -0.87103 1.25623
C 3.36696 -2.00741 2.10860
C 2.96375 0.12890 0.68864
Se 1.22341 -0.06358 1.33634
C 3.48955 1.17456 -0.14197
C 2.64265 2.24799 -0.74556
C 4.84508 1.22711 -0.32743
H 7.69973 -0.54329 0.12956
H 7.58746 1.05448 0.85559
H 7.43827 0.90170 -0.88872
H 5.87129 -1.49004 1.43753
H 4.15439 -2.75086 2.20642
H 2.48520 -2.49771 1.69898
H 3.11978 -1.65355 3.11292
H 1.73808 1.84331 -1.18982
H 3.19412 2.76626 -1.52727
H 2.37296 2.98726 0.00854
H 5.26674 2.02623 -0.92464
C -2.29138 3.31470 -2.66469
Si -2.50985 1.54552 -2.18693
C -3.47935 0.47241 -3.34985
C -3.31878 1.41441 -0.46192
N -0.87886 0.79368 -1.83242
C -0.03465 0.34357 -2.77138
C -0.25327 0.64827 -4.15681
C 0.60548 0.19243 -5.12034
C 1.70336 -0.60180 -4.76257
C 1.93149 -0.93480 -3.41844
C 1.09275 -0.47307 -2.44140
H -3.26885 3.80369 -2.67616
H -1.86499 3.43189 -3.66124
H -1.66226 3.86802 -1.96567
H -3.97550 1.08301 -4.10673
H -4.26025 -0.07731 -2.82227
H -2.85893 -0.25311 -3.87608
H -4.21891 2.03316 -0.55764
H -2.87376 1.90306 0.42904
H -3.69159 0.42539 -0.20569
H -1.09139 1.26700 -4.44484
H 0.43778 0.44135 -6.15909
H 2.37343 -0.96757 -5.52882
H 2.76848 -1.57077 -3.16248
H 1.25098 -0.75240 -1.40893
*
```

As for the expectation value of S²: 3.8209. The frontier orbital gap (spin up / spin down) is 7.07 / 6.16 eV. The value obtained for the LUMO energy (spin up / spin down) is -9.599 / -11.309 eV.


Computed, not measured: C22H33F2N2O11ReSSi as an isolated structure at a distorted geometry, with wB97M-V/def2-TZVPD.

Structure (ORCA input):
```
! RIJCOSX wB97M-V def2-TZVPD def2/J DEFGRID3
* xyz -1 4
Re 0.91820 1.50198 -1.56711
O 4.40514 2.08253 0.70321
C 3.20397 2.11344 0.49077
O 2.55687 1.23227 -0.19977
C 2.37070 3.19209 1.16910
C 2.88353 3.75896 2.30646
C 2.12176 4.63620 3.08223
C 0.80691 4.89647 2.74409
C 0.26928 4.32389 1.61357
C 1.05462 3.52136 0.71857
O 0.58892 3.18976 -0.42867
N -1.14887 4.51616 1.38018
O -1.67598 5.51057 1.86095
O -1.76362 3.66135 0.76792
N 2.67483 5.21300 4.28009
O 1.95267 5.91681 4.97341
O 3.84330 4.98176 4.54762
H 3.89112 3.50642 2.60430
H 0.19429 5.52366 3.37339
C -0.41830 0.50722 2.76172
C -0.11278 -0.80252 2.04566
C 1.27950 -1.30830 2.41299
C -1.17572 -1.83943 2.41297
O -0.14259 -0.53723 0.62957
Si -0.41933 -1.57151 -0.59061
S 0.54919 -0.70601 -2.30724
O -2.00766 -1.83262 -0.83882
C -3.11232 -1.00349 -1.22106
C -2.90420 0.44100 -0.78131
C -3.25610 -1.08724 -2.73827
C -4.33228 -1.58853 -0.51582
O 0.21000 -3.02822 -0.25960
C 0.14820 -4.29637 -0.92663
C -0.88139 -5.14290 -0.18255
C 1.54588 -4.89707 -0.82085
C -0.24505 -4.15621 -2.39598
H -0.60435 0.32207 3.82053
H -1.30304 0.97565 2.32452
H 0.42172 1.18999 2.67304
H 1.38034 -1.37724 3.49769
H 2.03329 -0.62344 2.02506
H 1.44591 -2.29203 1.97092
H -1.15578 -2.01727 3.48834
H -0.98453 -2.77838 1.89175
H -2.16740 -1.47851 2.13094
H -1.97929 0.83778 -1.20161
H -2.83915 0.51562 0.30474
H -3.72744 1.06753 -1.12499
H -2.34050 -0.72444 -3.20845
H -4.09577 -0.47841 -3.07674
H -3.41753 -2.12280 -3.04308
H -4.21280 -1.49049 0.56411
H -4.43196 -2.64802 -0.75525
H -5.23620 -1.06037 -0.82312
H -0.56965 -5.29415 0.85219
H -1.00327 -6.11374 -0.66606
H -1.83843 -4.61899 -0.18362
H 1.84595 -4.97245 0.22498
H 2.25484 -4.24912 -1.33752
H 1.57041 -5.88948 -1.27385
H -1.25774 -3.76039 -2.47886
H -0.19704 -5.12879 -2.88678
H 0.43332 -3.46891 -2.90070
C 3.52741 0.80105 -3.11405
C 2.61300 1.94231 -2.77123
O 2.81909 3.09915 -2.99594
H 4.39731 1.16779 -3.66035
H 2.98688 0.04650 -3.68324
H 3.84056 0.34897 -2.17192
F -0.01613 3.60472 -3.30783
C -0.36581 2.28350 -3.06294
F -0.25519 1.64492 -4.29697
H -1.44378 2.31065 -2.84819
*
```

As for the expectation value of S²: 3.7889. The frontier orbital gap (spin up / spin down) is 7.43 / 7.99 eV. The value obtained for the LUMO energy (spin up / spin down) is 1.929 / 1.745 eV.


Computed, not measured: the molecule C4H6O at a distorted geometry, with wB97M-V/def2-TZVPD.

Structure (ORCA input):
```
! RIJCOSX wB97M-V def2-TZVPD def2/J DEFGRID3
* xyz 0 1
O 1.31065 -2.37532 -0.12863
C 1.08449 -1.19312 0.15906
C -0.09187 -0.40174 -0.38456
C -0.07349 1.10479 -0.42520
C -0.96499 0.39669 0.53341
H 1.77873 -0.60752 0.87895
H -0.59727 -0.90950 -1.23429
H -0.55002 1.49442 -1.32593
H 0.78914 1.62960 -0.03413
H -0.62085 0.41148 1.56996
H -2.06452 0.45021 0.39136
*
```

The frontier orbital gap is 10.91 eV. The structure (SMILES) is O=CC1CC1. The value obtained for the LUMO energy is 1.003 eV.


Computed, not measured: the molecule C6H8ClP at a distorted geometry, with wB97M-V/def2-TZVPD.

Structure (ORCA input):
```
! RIJCOSX wB97M-V def2-TZVPD def2/J DEFGRID3
* xyz 0 1
C 2.06881 0.22762 0.81060
C 0.70145 0.40024 0.36289
P -0.64516 -0.77610 0.81827
C -0.44580 -1.94559 -0.60752
C -1.76556 0.37740 -0.05688
Cl -3.61711 -0.07957 -0.05755
C -1.26443 1.58987 -0.27784
C 0.16152 1.53457 -0.11459
H 2.38285 -0.69841 1.08578
H 2.43137 0.88205 1.50893
H 2.66573 0.38496 0.00478
H 0.04566 -2.93948 -0.20852
H 0.05868 -1.48951 -1.34636
H -1.53540 -2.19714 -0.94553
H -1.93661 2.36336 -0.59456
H 0.69400 2.36574 -0.38190
*
```

The frontier orbital gap is 8.92 eV. The structure (SMILES) is CC1=P(C)=C(Cl)C=C1. The value obtained for the LUMO energy is 0.283 eV.


Computed, not measured: FH8HfO4 as an isolated structure at a distorted geometry, with wB97M-V/def2-TZVPD.

Structure (ORCA input):
```
! RIJCOSX wB97M-V def2-TZVPD def2/J DEFGRID3
* xyz 2 2
Hf -1.84437 -28.56244 10.36074
F -3.21176 -27.00603 9.17488
O -0.40709 -26.53780 9.88550
H 0.11733 -25.96382 10.44385
H -0.31420 -26.16857 9.00728
O -5.92190 -26.24139 9.13567
H -4.96749 -26.30342 9.09727
H -6.14753 -26.55250 10.01233
O -3.47096 -29.76313 8.85128
H -3.37937 -30.44312 8.18385
H -4.41629 -29.65731 8.95794
O -4.72064 -27.06993 6.66164
H -5.58973 -26.87149 7.01026
H -4.14154 -27.02823 7.42264
*
```

As for the expectation value of S²: 0.7511. The frontier orbital gap (spin up / spin down) is 4.00 / 3.82 eV. The value obtained for the LUMO energy (spin up / spin down) is -12.389 / -12.571 eV.